This record from OMol25 describes a structure of composition C17H39NO12V at a distorted geometry. The level of theory is ωB97M-V/def2-TZVPD.

CARTESIAN COORDINATES (ANGSTROEM)
O (-0.5583, 0.9181, 0.0574)
V (-0.5540, 1.2555, 1.6134)
C (-1.2601, 3.8074, 1.9587)
O (-1.9063, 2.7954, 2.1666)
O (-0.1945, 3.4555, 1.4715)
O (-0.9797, 4.4239, 2.9948)
C (1.6966, 1.1346, 3.0376)
O (2.4038, 2.1572, 2.9832)
O (1.4130, 0.4751, 2.0838)
O (0.5934, 1.4786, 3.4804)
C (0.6239, -3.5038, 4.1070)
O (-0.5305, -2.7410, 3.5836)
C (-0.4266, -2.6179, 2.1699)
C (-1.6730, -1.9472, 1.6779)
N (-1.7032, -0.6412, 2.3730)
C (-3.0826, -0.2174, 2.3116)
C (-3.8281, -0.1480, 0.9143)
O (-3.1733, 0.7465, 0.0347)
C (-3.9226, 1.1323, -1.1417)
H (1.5779, -3.0629, 3.8179)
H (0.6259, -4.5169, 3.7049)
H (0.4978, -3.5356, 5.1892)
H (-0.2873, -3.5393, 1.6044)
H (0.4182, -1.9779, 1.9153)
H (-2.5289, -2.5915, 1.8792)
H (-1.6526, -1.9457, 0.5881)
H (-1.4557, -1.0033, 3.2828)
H (-3.2547, 0.7694, 2.7414)
H (-3.6734, -0.8894, 2.9340)
H (-4.8741, 0.1125, 1.0758)
H (-4.0209, -1.1440, 0.5155)
H (-3.4125, 1.7511, -1.8800)
H (-4.8079, 1.7455, -0.9734)
H (-4.1745, 0.2071, -1.6600)
C (3.6802, -1.6896, 0.8367)
C (3.1522, -1.4431, -0.5723)
C (2.9249, -2.6485, -1.5261)
O (1.9288, -0.8373, -0.3970)
H (4.4839, -2.4249, 0.7986)
H (2.9441, -1.9506, 1.5971)
H (4.1280, -0.7404, 1.1310)
H (3.8663, -0.7800, -1.0606)
H (3.8796, -3.1110, -1.7766)
H (2.3869, -2.3555, -2.4277)
H (2.2624, -3.4005, -1.0977)
H (1.9678, -0.4205, 0.4669)
C (-1.3337, -1.3213, -4.3558)
C (-0.9604, -1.4774, -2.8807)
C (-0.4233, -2.8945, -2.5798)
O (0.0829, -0.5829, -2.6757)
H (-2.0310, -2.1210, -4.6055)
H (-0.4165, -1.4693, -4.9259)
H (-1.7296, -0.3720, -4.7165)
H (-1.8157, -1.3479, -2.2175)
H (-0.0419, -2.8881, -1.5587)
H (0.3286, -3.2620, -3.2781)
H (-1.1332, -3.7127, -2.4585)
H (0.5356, -0.8757, -1.8814)
C (2.7081, 5.0355, -2.2418)
C (1.4298, 4.7040, -1.4535)
C (0.8046, 3.4021, -1.8864)
O (1.7303, 4.5949, -0.1213)
H (2.4304, 4.9313, -3.2907)
H (3.3627, 4.2012, -1.9898)
H (3.2034, 5.9767, -2.0031)
H (0.7930, 5.5577, -1.6854)
H (1.2309, 2.5391, -1.3749)
H (1.0679, 3.1717, -2.9187)
H (-0.2810, 3.4096, -1.7895)
H (0.9375, 4.2600, 0.3042)

The multiplicity is 3. The value obtained for the maximum force is 0.237 Eh/bohr. Its charge is -1. As for the energy above the lowest of the compared OMol25 structures with the same formula, charge and spin: 0.000 eV. The expectation value of S² is 2.04.

---

This record from OMol25 describes a cluster of 2 separate species, C5H14 in total at a distorted geometry. The level of theory is ωB97M-V/def2-TZVPD.

CARTESIAN COORDINATES (ANGSTROEM)
C (2.0631, 1.0837, 0.5305)
C (0.6723, 0.9339, 1.1546)
C (-0.2349, 2.1420, 1.1219)
H (2.2906, 0.2280, -0.0936)
H (2.0597, 2.0097, -0.0536)
H (2.8358, 1.2634, 1.2766)
H (0.8168, 0.5465, 2.1759)
H (0.1283, 0.0745, 0.8162)
H (0.2085, 3.0199, 1.5835)
H (-1.2522, 2.0012, 1.4660)
H (-0.3604, 2.4194, 0.0693)
C (-0.8199, -2.2245, -0.7311)
C (-1.6532, -1.8527, -1.9498)
H (0.0655, -1.5864, -0.8474)
H (-1.2231, -1.9408, 0.2285)
H (-0.4388, -3.2390, -0.7249)
H (-2.7299, -1.7501, -1.7706)
H (-1.4235, -0.9438, -2.5014)
H (-1.6236, -2.6120, -2.7100)

The value obtained for the maximum force is 0.040 Eh/bohr. As for the energy above the lowest of the compared OMol25 structures with the same formula, charge and spin: 0.601 eV. The SMILES is CCC.CC.